{
  "formula": "C48H59N6OSSn",
  "method": "ωB97M-V/def2-TZVPD",
  "energy_ha": -2880.901734,
  "orbital_gap_ev": 5.2,
  "lumo_ev": 1.67,
  "homo_energy_ev": -3.5,
  "charge": -1,
  "elements": ["Sn", "C", "C", "C", "C", "C", "C", "C", "C", "C", "C", "C", "C", "C", "C", "C", "C", "N", "C", "C", "C", "N", "C", "C", "C", "N", "C", "C", "C", "C", "C", "C", "C", "C", "C", "C", "C", "C", "N", "C", "C", "H", "H", "H", "H", "H", "H", "H", "H", "H", "H", "H", "H", "H", "H", "H", "H", "H", "H", "H", "H", "H", "H", "H", "H", "H", "H", "H", "H", "H", "H", "H", "H", "H", "H", "H", "H", "H", "H", "H", "H", "H", "H", "H", "H", "C", "C", "N", "C", "C", "C", "S", "N", "C", "O", "C", "C", "C", "C", "C", "C", "H", "H", "H", "H", "H", "H", "H", "H", "H", "H", "H", "H", "H", "H", "H"],
  "positions_angstrom": [[0.2836, 0.3245, 0.0046], [-1.4245, -2.5531, 5.7416], [-0.1318, -2.4750, 4.9205], [-0.3740, -2.3173, 3.4520], [-0.2979, -3.2647, 2.4779], [0.0353, -4.7161, 2.6210], [-1.1999, -5.6236, 2.5524], [-0.5138, -2.5751, 1.2144], [-0.4539, -3.1780, -0.0392], [-0.5511, -2.5513, -1.2799], [-0.4500, -3.2135, -2.5692], [-0.1270, -4.6613, -2.7798], [1.3890, -4.8918, -2.6874], [-0.5589, -2.2409, -3.5150], [-0.7376, -0.9880, -2.7998], [-0.8861, 0.2612, -3.3970], [-1.0212, 1.5005, -2.7691], [-1.0555, 1.6850, -1.4318], [-1.1128, 3.0173, -1.2026], [-1.1161, 3.6090, 0.0591], [-1.0659, 2.9850, 1.3044], [-1.0128, 1.6446, 1.5027], [-0.9019, 1.4315, 2.8323], [-0.7384, 0.1763, 3.4196], [-0.6405, -1.0543, 2.7790], [-0.7203, -1.2548, 1.4387], [-0.9081, 2.7030, 3.5382], [-1.0112, 3.6718, 2.5860], [-0.9879, 5.1584, 2.7653], [-2.3819, 5.7926, 2.6770], [-0.7712, 2.8654, 5.0196], [-2.0943, 2.6259, 5.7585], [-1.1345, 3.7339, -2.4699], [-1.0817, 2.7881, -3.4469], [-1.0148, 2.9812, -4.9297], [-2.3710, 2.7789, -5.6158], [-1.1308, 5.2235, -2.6149], [-2.5173, 5.8475, -2.4120], [-0.7189, -1.2206, -1.4620], [-0.4256, -2.3914, -4.9999], [-1.7726, -2.5641, -5.7114], [-1.2015, -2.6320, 6.8085], [-2.0404, -1.6664, 5.5814], [-2.0114, -3.4265, 5.4496], [0.4693, -1.6317, 5.2693], [0.4574, -3.3774, 5.0940], [0.7366, -5.0014, 1.8335], [0.5430, -4.8769, 3.5735], [-1.7277, -5.4897, 1.6071], [-0.9108, -6.6734, 2.6426], [-1.8937, -5.3867, 3.3611], [-0.2855, -4.2485, -0.0490], [-0.6351, -5.2712, -2.0296], [-0.4905, -4.9822, -3.7581], [1.7643, -4.5637, -1.7171], [1.6469, -5.9445, -2.8270], [1.9032, -4.3045, -3.4507], [-0.8802, 0.2715, -4.4820], [-1.1427, 4.6934, 0.0756], [-0.6395, 0.1599, 4.4993], [-0.5439, 5.4017, 3.7324], [-0.3459, 5.5984, 1.9986], [-3.0374, 5.3857, 3.4491], [-2.3241, 6.8754, 2.8112], [-2.8371, 5.5888, 1.7066], [-0.0196, 2.1626, 5.3885], [-0.4058, 3.8680, 5.2493], [-2.4787, 1.6282, 5.5414], [-1.9673, 2.7226, 6.8394], [-2.8425, 3.3526, 5.4353], [-0.6393, 3.9815, -5.1535], [-0.2929, 2.2738, -5.3457], [-3.1048, 3.4868, -5.2258], [-2.2901, 2.9273, -6.6951], [-2.7467, 1.7710, -5.4326], [-0.4339, 5.6478, -1.8880], [-0.7586, 5.4936, -3.6049], [-2.9126, 5.5973, -1.4264], [-2.4736, 6.9354, -2.5028], [-3.2164, 5.4693, -3.1604], [0.0812, -1.5112, -5.4020], [0.2110, -3.2524, -5.2151], [-2.4184, -1.7034, -5.5288], [-1.6298, -2.6659, -6.7900], [-2.2879, -3.4550, -5.3472], [4.9254, -1.2631, 4.0992], [4.8621, 0.0247, 3.2758], [5.1413, -0.1491, 1.8573], [6.4756, 0.1957, 1.3971], [6.6303, 1.6685, 1.0236], [4.1615, -0.4546, 0.9369], [2.6538, -1.0710, 1.4736], [4.5435, -0.3694, -0.3318], [3.8650, 0.1210, -1.3629], [2.9338, 0.9396, -1.3287], [4.3354, -0.3479, -2.7189], [5.6675, -0.6637, -2.9643], [6.0760, -1.0274, -4.2413], [5.1498, -1.0963, -5.2738], [3.8152, -0.7985, -5.0281], [3.4115, -0.4109, -3.7583], [4.8558, -1.0312, 5.1662], [5.8631, -1.7946, 3.9150], [4.0972, -1.9089, 3.8191], [5.5986, 0.7346, 3.6607], [3.8716, 0.4690, 3.3801], [6.6890, -0.4163, 0.5235], [7.1830, -0.0710, 2.1877], [5.9170, 1.9192, 0.2388], [7.6419, 1.8634, 0.6581], [6.4424, 2.3125, 1.8864], [6.3703, -0.6141, -2.1428], [7.1180, -1.2572, -4.4320], [5.4698, -1.3817, -6.2697], [3.0930, -0.8634, -5.8344], [2.3817, -0.1508, -3.5434]],
  "lowdin_charge": [1.34, -0.09, -0.19, -0.13, -0.13, -0.19, -0.09, -0.27, 0.05, -0.24, -0.13, -0.20, -0.08, -0.13, -0.24, 0.05, -0.24, -0.01, -0.25, 0.05, -0.25, -0.01, -0.25, 0.05, -0.27, -0.01, -0.13, -0.13, -0.19, -0.09, -0.19, -0.09, -0.13, -0.13, -0.20, -0.09, -0.19, -0.09, -0.01, -0.20, -0.09, 0.07, 0.07, 0.07, 0.11, 0.10, 0.11, 0.10, 0.07, 0.07, 0.07, 0.10, 0.10, 0.10, 0.08, 0.07, 0.07, 0.10, 0.10, 0.10, 0.10, 0.11, 0.07, 0.07, 0.06, 0.11, 0.10, 0.07, 0.07, 0.07, 0.10, 0.11, 0.07, 0.07, 0.07, 0.11, 0.10, 0.06, 0.07, 0.07, 0.10, 0.10, 0.07, 0.07, 0.07, -0.10, -0.27, -0.15, -0.24, -0.08, -0.75, 0.58, 0.08, -0.52, -0.10, -0.13, -0.04, -0.10, -0.12, -0.10, -0.02, 0.06, 0.07, 0.03, 0.11, 0.09, 0.10, 0.11, 0.07, 0.07, 0.06, 0.10, 0.09, 0.09, 0.09, 0.11]
}

{
  "formula": "C48H59N7O2PdS",
  "method": "ωB97M-V/def2-TZVPD",
  "energy_ha": -2924.398849,
  "spin_multiplicity": 3,
  "orbital_gap_ev": [6.8, 7.7],
  "relative_energy_kj_mol": 0.0,
  "lumo_ev": [0.65, 0.47],
  "homo_energy_ev": [-6.2, -7.3],
  "elements": ["Pd", "C", "C", "C", "C", "C", "C", "C", "N", "C", "N", "C", "C", "C", "C", "C", "C", "C", "N", "C", "C", "C", "C", "C", "C", "C", "H", "H", "H", "H", "H", "H", "H", "H", "H", "H", "H", "H", "H", "H", "H", "H", "H", "H", "H", "H", "H", "H", "C", "C", "C", "C", "N", "C", "S", "N", "C", "C", "C", "C", "H", "H", "H", "H", "H", "H", "H", "H", "H", "H", "H", "H", "H", "H", "H", "H", "H", "H", "H", "H", "C", "C", "C", "C", "C", "C", "N", "C", "C", "C", "C", "C", "C", "C", "O", "O", "C", "C", "H", "H", "H", "H", "H", "H", "H", "H", "H", "H", "H", "H", "H", "H", "C", "C", "N", "H", "H", "H"],
  "positions_angstrom": [[-1.8912, -0.7808, 0.2572], [-5.2719, -1.3128, -4.0772], [-4.5146, -0.7302, -5.2386], [-5.2059, -0.2558, -6.3506], [-4.5513, 0.2273, -7.4711], [-3.1645, 0.2437, -7.4999], [-2.4551, -0.1948, -6.3967], [-3.1162, -0.6733, -5.2679], [-2.3419, -1.1433, -4.1824], [-2.3974, -0.6620, -2.8815], [-3.1473, 0.4503, -2.7325], [-3.5776, 1.1626, -1.5792], [-3.3067, 0.7388, -0.2852], [-3.8518, 1.4930, 0.7525], [-4.6110, 2.6305, 0.5208], [-4.8388, 3.0416, -0.7833], [-4.3344, 2.3171, -1.8518], [-4.6031, 2.7706, -3.2651], [-1.7413, -1.2466, -1.9335], [-0.9194, -2.3482, -2.2684], [0.4054, -2.1015, -2.6262], [1.2764, -3.1484, -2.8939], [0.8189, -4.4551, -2.8036], [-0.5029, -4.6942, -2.4576], [-1.3915, -3.6593, -2.1895], [-2.8164, -3.9398, -1.8099], [-6.1920, -1.7768, -4.4296], [-5.5414, -0.5529, -3.3410], [-4.6804, -2.0656, -3.5577], [-6.2882, -0.2942, -6.3386], [-5.1200, 0.5769, -8.3215], [-2.6373, 0.6104, -8.3703], [-1.3726, -0.1637, -6.3938], [-1.5062, -1.6637, -4.4031], [-3.4997, 0.8155, -3.6017], [-3.6645, 1.1898, 1.7776], [-5.0124, 3.2029, 1.3481], [-5.4139, 3.9384, -0.9807], [-5.1452, 3.7148, -3.2611], [-5.2109, 2.0511, -3.8237], [-3.6782, 2.9275, -3.8269], [0.7385, -1.0705, -2.6773], [2.3045, -2.9436, -3.1649], [1.4866, -5.2831, -2.9984], [-0.8574, -5.7143, -2.3775], [-2.9041, -4.9256, -1.3548], [-3.4628, -3.9218, -2.6915], [-3.1915, -3.1953, -1.1045], [1.3179, -4.6150, 4.2229], [2.2867, -3.4585, 4.4437], [1.5876, -2.1653, 4.8517], [0.6466, -1.6082, 3.7909], [1.3373, -1.4045, 2.5321], [0.9503, -1.8692, 1.3435], [-0.4036, -2.8804, 1.1085], [1.6927, -1.5398, 0.2735], [2.8287, -0.6393, 0.2546], [4.1272, -1.2992, 0.7147], [5.2605, -0.2921, 0.8578], [6.5740, -0.9482, 1.2627], [1.8550, -5.5355, 3.9948], [0.6394, -4.4141, 3.3916], [0.7173, -4.7926, 5.1176], [2.8603, -3.2879, 3.5278], [3.0100, -3.7242, 5.2186], [2.3328, -1.4067, 5.1130], [0.9953, -2.3416, 5.7545], [0.2226, -0.6573, 4.1130], [-0.1821, -2.2875, 3.5928], [2.0732, -0.7143, 2.5388], [1.3098, -1.8651, -0.6048], [2.6128, 0.2570, 0.8498], [2.9389, -0.2840, -0.7717], [4.4040, -2.0729, -0.0068], [3.9617, -1.8109, 1.6684], [4.9790, 0.4594, 1.6010], [5.3898, 0.2480, -0.0844], [6.4652, -1.4907, 2.2035], [7.3649, -0.2094, 1.3913], [6.9035, -1.6611, 0.5053], [6.1910, 3.4455, 2.6481], [5.2490, 3.3212, 1.4797], [5.7444, 3.4508, 0.1888], [4.9057, 3.2974, -0.9061], [3.5596, 3.0656, -0.7084], [3.0397, 2.9511, 0.5826], [1.6713, 2.6927, 0.7093], [0.8089, 3.2503, 1.6368], [1.0467, 4.5208, 2.1680], [0.1729, 5.0738, 3.0851], [-0.9607, 4.3788, 3.4919], [-1.1995, 3.1210, 2.9665], [-0.3357, 2.5474, 2.0408], [-0.6469, 1.1897, 1.5012], [-1.3283, 0.4041, 2.2080], [-0.2378, 0.8719, 0.3431], [3.8927, 3.0340, 1.6895], [3.3940, 2.7578, 3.0821], [7.1702, 3.7840, 2.3143], [6.3251, 2.4868, 3.1548], [5.8199, 4.1521, 3.3915], [6.7957, 3.6637, 0.0414], [5.2969, 3.3917, -1.9105], [2.8795, 2.9897, -1.5466], [1.2500, 1.9673, 0.1376], [1.9221, 5.0677, 1.8415], [0.3712, 6.0629, 3.4772], [-1.6465, 4.8152, 4.2039], [-2.0667, 2.5491, 3.2654], [2.4887, 2.1503, 3.0673], [3.1485, 3.6757, 3.6222], [4.1502, 2.2305, 3.6628], [-4.3027, -1.8548, 3.7266], [-3.9238, -1.9282, 2.3259], [-3.6239, -1.9504, 1.2177], [-3.4487, -2.1300, 4.3434], [-5.1288, -2.5348, 3.9271], [-4.6026, -0.8366, 3.9670]],
  "lowdin_charge": [0.85, -0.02, -0.22, -0.05, -0.08, -0.09, -0.02, -0.22, 0.14, -0.35, 0.15, -0.20, -0.13, -0.14, -0.10, -0.07, -0.22, -0.05, 0.06, -0.31, -0.08, -0.09, -0.08, -0.04, -0.24, -0.04, 0.08, 0.08, 0.07, 0.11, 0.10, 0.10, 0.11, 0.14, 0.09, 0.07, 0.09, 0.10, 0.08, 0.07, 0.09, 0.12, 0.10, 0.10, 0.11, 0.08, 0.08, 0.05, -0.11, -0.26, -0.20, -0.21, 0.04, -0.78, 0.67, 0.02, -0.18, -0.19, -0.26, -0.11, 0.07, 0.03, 0.07, 0.09, 0.10, 0.11, 0.11, 0.11, 0.07, 0.13, 0.07, 0.10, 0.13, 0.12, 0.10, 0.10, 0.11, 0.07, 0.07, 0.07, -0.05, -0.25, -0.06, -0.09, -0.03, -0.23, 0.09, -0.21, -0.04, -0.08, -0.09, -0.02, -0.07, -0.61, -0.09, -0.08, -0.19, -0.03, 0.07, 0.08, 0.08, 0.10, 0.10, 0.11, 0.11, 0.12, 0.10, 0.10, 0.11, 0.08, 0.09, 0.07, -0.04, -0.22, 0.11, 0.09, 0.09, 0.09]
}